Entry from the OMol25 dataset: a 2-piece molecular cluster, C3H2N2O4S3 overall at a distorted geometry (ωB97M-V with the def2-TZVPD basis set).

Values from the calculation:
* Kohn-Sham gap: 6.53 eV
* E_tot: -1720.56616 a.u.

The geometry in ORCA input format:
```
! wB97M-V def2-TZVPD RIJCOSX def2/J DEFGRID3
* xyz -2 1
C 1.159 0.695 1.223
C 2.245 1.452 1.618
C 1.875 -0.802 2.800
N 0.982 -0.528 1.936
N -5.482 2.696 -6.151
O -5.188 0.163 -6.917
O 2.108 -1.678 3.613
O -3.095 -1.594 -6.935
O -2.854 0.434 -8.203
S 3.272 0.674 2.780
S -5.961 1.345 -6.244
S -3.316 -0.107 -6.947
H 0.553 1.024 0.420
H 2.511 2.206 0.813
*
```